The following is a DFT calculation (ωB97M-V/def2-TZVPD) of a cluster of 8 separate species, C49H96Cl8N5O5 in total at a distorted geometry.

Geometry as XYZ:
```
163
Properties=species:S:1:pos:R:3
C 0.113 1.497 -4.633
C -0.882 2.681 -4.746
C -0.465 3.571 -3.587
C -1.257 4.883 -3.579
C -1.200 5.596 -4.955
C -1.553 4.706 -6.137
N -0.738 3.442 -6.044
O -0.653 2.634 -7.286
C -3.061 4.554 -6.376
C -1.098 5.593 -7.338
C -2.239 2.053 -4.341
H 0.259 0.995 -3.677
H 1.096 1.762 -5.023
H -0.167 0.722 -5.347
H -0.520 3.074 -2.619
H 0.525 3.990 -3.762
H -0.889 5.534 -2.786
H -2.274 4.649 -3.263
H -0.160 5.908 -5.048
H -1.772 6.508 -4.784
H -3.482 3.860 -5.648
H -3.657 5.467 -6.389
H -3.120 4.028 -7.328
H -1.813 6.412 -7.418
H -0.101 6.008 -7.186
H -1.069 5.113 -8.316
H -2.874 2.771 -3.823
H -2.196 1.135 -3.754
H -2.754 1.879 -5.285
C 6.313 -1.848 -0.760
C 5.546 -3.196 -0.446
C 5.887 -3.613 1.011
C 4.936 -4.644 1.719
C 3.497 -4.239 1.430
C 3.125 -4.065 -0.064
N 4.104 -3.037 -0.613
O 3.690 -2.549 -1.952
C 3.055 -5.451 -0.703
C 1.684 -3.457 -0.059
C 6.119 -4.284 -1.343
H 6.105 -1.359 -1.712
H 7.379 -2.000 -0.592
H 6.120 -1.040 -0.054
H 6.899 -4.020 1.001
H 5.891 -2.735 1.657
H 5.017 -4.743 2.801
H 5.015 -5.682 1.397
H 3.369 -3.323 2.008
H 2.767 -4.970 1.778
H 2.144 -6.049 -0.663
H 3.208 -5.334 -1.776
H 3.890 -6.105 -0.450
H 0.943 -4.055 0.472
H 1.731 -2.485 0.432
H 1.162 -3.166 -0.970
H 5.825 -4.004 -2.354
H 5.822 -5.332 -1.323
H 7.209 -4.317 -1.345
C -6.039 -2.770 -2.788
C -5.303 -3.729 -1.868
C -5.483 -3.090 -0.420
C -5.028 -4.030 0.669
C -5.670 -5.394 0.584
C -5.543 -6.089 -0.787
N -5.856 -5.113 -1.845
O -6.010 -5.775 -3.146
C -4.155 -6.746 -0.977
C -6.560 -7.237 -0.663
C -3.813 -3.605 -2.302
H -7.126 -2.839 -2.784
H -5.859 -2.940 -3.849
H -5.789 -1.740 -2.533
H -4.836 -2.214 -0.379
H -6.467 -2.643 -0.283
H -5.295 -3.434 1.542
H -3.949 -4.098 0.529
H -6.727 -5.195 0.758
H -5.294 -6.039 1.378
H -3.981 -7.697 -0.474
H -4.029 -7.034 -2.020
H -3.331 -6.089 -0.696
H -6.656 -7.935 -1.495
H -6.461 -7.802 0.264
H -7.596 -6.900 -0.622
H -3.582 -2.557 -2.491
H -3.535 -4.226 -3.153
H -3.126 -3.925 -1.518
C 1.235 4.757 1.589
C -0.249 4.588 1.207
C -0.940 3.865 2.407
C -2.438 3.830 2.428
C -2.959 5.211 2.276
C -2.499 5.965 1.007
N -1.005 5.919 0.983
O -0.337 6.940 0.101
C -3.181 5.339 -0.256
C -2.999 7.416 1.190
C -0.223 3.647 0.120
H 1.806 5.510 1.046
H 1.837 3.856 1.479
H 1.378 4.887 2.662
H -0.594 2.836 2.510
H -0.562 4.272 3.345
H -2.720 3.494 3.426
H -2.785 3.143 1.656
H -2.722 5.726 3.207
H -4.038 5.054 2.284
H -2.671 5.747 -1.129
H -3.066 4.262 -0.384
H -4.228 5.612 -0.383
H -2.540 8.092 0.469
H -4.078 7.557 1.121
H -2.592 7.783 2.132
H 0.022 2.620 0.393
H 0.589 3.929 -0.551
H -1.173 3.566 -0.408
C 3.447 -1.812 5.053
C 3.279 -0.403 4.416
C 1.885 0.107 4.958
C 1.622 1.538 4.680
C 2.749 2.403 5.256
C 4.133 2.077 4.818
N 4.388 0.572 4.889
O 5.760 0.165 4.464
C 4.246 2.751 3.363
C 5.119 2.831 5.720
C 3.088 -0.585 2.851
H 2.689 -2.491 4.663
H 3.575 -1.832 6.136
H 4.363 -2.225 4.631
H 1.133 -0.567 4.546
H 1.791 -0.014 6.037
H 0.688 1.947 5.067
H 1.735 1.721 3.612
H 2.749 2.432 6.345
H 2.601 3.455 5.013
H 4.078 3.823 3.470
H 5.238 2.645 2.923
H 3.544 2.439 2.590
H 6.145 2.525 5.516
H 5.099 3.916 5.614
H 4.963 2.560 6.764
H 2.316 -1.303 2.574
H 4.069 -0.798 2.425
H 2.834 0.361 2.373
Cl -1.982 -6.309 2.073
C -1.464 -4.774 2.784
C -0.053 -4.887 3.410
Cl 0.429 -3.244 3.769
H -2.194 -4.379 3.490
H -1.527 -4.078 1.948
H 0.677 -5.277 2.702
H 0.048 -5.452 4.337
C -0.793 -0.624 -0.161
Cl -1.977 -1.934 0.163
Cl 0.057 -0.281 1.302
Cl -1.602 0.876 -0.831
H -0.050 -1.006 -0.860
C 3.495 1.280 -1.556
Cl 2.804 2.624 -2.490
Cl 2.403 0.420 -0.500
Cl 4.895 1.716 -0.623
H 3.884 0.626 -2.336
```

Summary:
Orbital gap (spin up / spin down) in eV: 9.240 / 9.099
2S+1: 6
<S²>: 8.778
E in Ha: -6255.564791

Atom charges from the Löwdin analysis, given in e for atoms 1 to 4: number 1, C, carries -0.0689; number 2, C, carries -0.4664; number 3, C, carries -0.1837; number 4, C, carries -0.1832

The following is a DFT calculation (ωB97M-V/def2-TZVPD) of a cluster of 13 separate species, C49H99F3O24 in total at a distorted geometry.

Geometry as XYZ:
```
175
Properties=species:S:1:pos:R:3
C 10.121 -16.807 22.571
C 10.298 -15.886 21.338
O 9.158 -16.190 20.544
C 8.448 -17.193 21.092
O 7.595 -17.819 20.558
O 8.833 -17.359 22.383
F 11.370 -16.252 20.581
H 10.185 -16.194 23.466
H 10.935 -17.532 22.579
H 10.295 -14.818 21.537
C 5.438 -26.476 23.912
C 5.630 -26.182 22.449
O 6.282 -24.940 22.424
C 5.818 -24.268 23.519
O 5.941 -23.109 23.729
O 5.374 -25.150 24.459
F 4.379 -26.002 21.875
H 6.340 -26.920 24.335
H 4.506 -27.009 24.063
H 6.089 -26.942 21.822
C 7.662 -20.653 24.918
C 6.697 -19.469 25.048
O 7.585 -18.424 25.419
C 8.865 -18.810 25.301
O 9.808 -18.134 25.565
O 8.952 -20.068 24.803
F 5.881 -19.713 26.115
H 7.450 -21.358 24.121
H 7.642 -21.201 25.862
H 6.107 -19.201 24.177
C 16.070 -21.587 20.254
C 16.670 -22.647 19.340
O 16.392 -23.981 19.698
C 15.070 -24.294 20.111
C 14.793 -25.754 19.926
H 16.447 -21.717 21.275
H 16.310 -20.580 19.920
H 14.989 -21.702 20.335
H 16.379 -22.456 18.298
H 17.757 -22.544 19.342
H 14.905 -23.952 21.140
H 14.371 -23.702 19.502
H 13.738 -25.940 20.140
H 15.369 -26.411 20.581
H 14.981 -26.085 18.903
C 17.984 -24.848 22.570
C 18.451 -23.973 23.721
O 17.466 -22.994 23.917
C 17.751 -22.126 24.987
C 16.818 -20.916 24.981
H 16.933 -25.098 22.710
H 18.061 -24.307 21.626
H 18.583 -25.751 22.458
H 18.611 -24.637 24.585
H 19.418 -23.493 23.518
H 17.606 -22.714 25.905
H 18.772 -21.727 24.962
H 17.330 -20.123 24.426
H 16.591 -20.488 25.953
H 15.909 -21.180 24.445
C 11.085 -28.721 17.857
C 10.614 -27.800 18.990
O 11.218 -26.530 18.935
C 10.903 -25.741 17.809
C 11.043 -24.283 18.202
H 12.115 -28.456 17.615
H 11.047 -29.768 18.153
H 10.453 -28.554 16.984
H 9.523 -27.685 18.950
H 10.884 -28.258 19.942
H 11.580 -25.938 16.962
H 9.920 -26.030 17.417
H 11.999 -24.108 18.695
H 10.325 -24.088 19.005
H 10.922 -23.610 17.356
C 11.718 -25.787 22.665
C 11.145 -26.022 24.055
O 10.385 -24.856 24.419
C 9.282 -25.151 25.241
C 9.696 -25.413 26.695
H 12.335 -24.890 22.644
H 12.346 -26.616 22.330
H 10.876 -25.774 21.974
H 10.577 -26.955 24.011
H 11.921 -26.056 24.825
H 8.565 -24.325 25.191
H 8.683 -25.980 24.831
H 9.893 -26.459 26.928
H 8.821 -25.252 27.339
H 10.445 -24.683 26.984
C 9.071 -23.240 21.441
C 9.717 -22.209 22.348
O 11.090 -22.079 22.036
C 11.733 -21.169 22.948
C 13.165 -21.635 23.050
H 9.011 -22.816 20.438
H 9.613 -24.180 21.398
H 8.035 -23.376 21.751
H 9.222 -21.249 22.126
H 9.580 -22.470 23.402
H 11.680 -20.203 22.437
H 11.288 -21.159 23.942
H 13.260 -22.576 23.593
H 13.826 -20.891 23.501
H 13.668 -21.829 22.096
O 14.077 -19.072 18.828
C 13.948 -18.225 19.671
O 13.754 -16.916 19.412
C 13.585 -16.575 18.026
C 12.134 -16.621 17.605
C 13.924 -18.515 21.157
H 14.254 -17.225 17.456
H 14.053 -15.604 17.858
H 12.066 -16.679 16.513
H 11.607 -15.743 17.965
H 11.620 -17.547 17.867
H 13.452 -17.681 21.675
H 14.961 -18.616 21.472
H 13.315 -19.396 21.338
O 14.063 -21.286 26.182
C 13.418 -21.817 27.049
O 13.598 -21.604 28.360
C 14.770 -20.876 28.712
C 14.970 -20.888 30.215
C 12.314 -22.804 26.783
H 14.606 -19.839 28.397
H 15.684 -21.147 28.179
H 15.925 -20.459 30.515
H 14.836 -21.856 30.694
H 14.222 -20.213 30.644
H 12.023 -22.735 25.740
H 11.454 -22.548 27.404
H 12.670 -23.789 27.084
O 7.377 -27.003 17.131
C 6.445 -26.960 17.897
O 6.396 -26.191 18.997
C 7.466 -25.243 19.153
C 7.024 -23.838 18.783
C 5.210 -27.801 17.716
H 8.385 -25.544 18.664
H 7.631 -25.242 20.232
H 6.348 -23.399 19.515
H 6.520 -23.864 17.812
H 7.847 -23.132 18.675
H 5.387 -28.732 18.250
H 4.981 -27.929 16.663
H 4.358 -27.248 18.117
O 12.693 -16.666 24.639
C 13.588 -17.184 25.257
O 13.670 -17.191 26.597
C 12.562 -16.607 27.294
C 12.596 -17.149 28.703
C 14.711 -17.946 24.610
H 11.625 -16.881 26.809
H 12.672 -15.522 27.251
H 12.559 -18.240 28.659
H 11.802 -16.830 29.377
H 13.518 -16.884 29.230
H 14.311 -18.540 23.790
H 15.111 -18.651 25.338
H 15.463 -17.269 24.211
O 6.478 -20.171 18.114
C 7.332 -20.540 17.356
O 8.655 -20.541 17.639
C 8.999 -20.080 18.961
C 10.485 -20.367 19.131
C 7.086 -21.053 15.972
H 8.398 -20.476 19.776
H 8.918 -18.994 18.960
H 10.823 -19.799 20.006
H 11.073 -20.014 18.285
H 10.747 -21.402 19.351
H 7.224 -22.130 15.897
H 7.698 -20.528 15.238
H 6.058 -20.824 15.690
```

Summary:
Orbital gap in eV: 9.240
E in Ha: -4031.796268

Atom charges from the Löwdin analysis, given in e for atoms 1 to 4: number 1, C, carries -0.0594; number 2, C, carries -0.2511; number 3, O, carries 0.1322; number 4, C, carries -0.5514

The following is a DFT calculation (ωB97M-V/def2-TZVPD) of a structure of composition C4Ag7O12 at a distorted geometry.

Geometry as XYZ:
```
23
Properties=species:S:1:pos:R:3
Ag -1.843 -4.728 21.141
Ag 1.623 -6.909 23.762
Ag -2.829 -7.866 23.481
Ag 0.465 -9.309 22.210
Ag -0.291 -3.833 23.591
Ag 1.298 -6.691 19.138
Ag 3.486 -6.114 21.892
C 0.145 -6.337 21.751
O -0.670 -6.951 22.505
O -0.013 -5.183 21.296
O 1.177 -7.087 21.517
C -1.266 -6.084 18.524
O -0.952 -7.076 17.861
O -0.425 -5.082 18.642
O -2.388 -5.816 19.109
C -0.169 -8.516 25.461
O 1.119 -8.493 25.622
O -0.598 -9.119 24.381
O -0.977 -8.254 26.393
C 2.326 -9.390 19.232
O 1.163 -9.171 19.681
O 2.896 -10.504 19.331
O 2.802 -8.563 18.377
```

Summary:
Total charge: -1
Orbital gap in eV: 2.601
Energy above the lowest of the compared OMol25 structures with the same formula, charge and spin in kJ/mol: 0.0
E in Ha: -2083.830109

Atom charges from the Löwdin analysis, given in e for atoms 1 to 4: number 1, Ag, carries 0.7660; number 2, Ag, carries 0.6145; number 3, Ag, carries 0.7974; number 4, Ag, carries 0.7808

The following is a DFT calculation (ωB97M-V/def2-TZVPD) of a structure of composition C4BCsO8 at a distorted geometry.

Geometry as XYZ:
```
14
Properties=species:S:1:pos:R:3
Cs 17.853 13.114 -7.422
O 25.917 13.713 -2.714
C 24.792 13.480 -3.097
O 24.387 13.101 -4.294
B 22.916 12.946 -4.321
O 22.441 13.476 -3.014
C 23.500 13.709 -2.237
O 23.480 14.219 -1.063
O 22.484 11.556 -4.557
C 21.704 11.484 -5.659
O 21.209 10.455 -6.137
C 21.484 12.895 -6.137
O 22.315 13.660 -5.480
O 20.752 13.219 -7.072
```

Summary:
Orbital gap in eV: 7.630
Energy above the lowest of the compared OMol25 structures with the same formula, charge and spin in kJ/mol: 63.5
E in Ha: -799.576503

Atom charges from the Löwdin analysis, given in e for atoms 1 to 4: number 1, Cs, carries 1.0671; number 2, O, carries 0.1434; number 3, C, carries -0.3784; number 4, O, carries 0.2289

The following is a DFT calculation (ωB97M-V/def2-TZVPD) of the ion C4ClO3 with charge -1 at a distorted geometry.

Geometry as XYZ:
```
8
Properties=species:S:1:pos:R:3
C 0.650 -0.354 0.599
C -0.374 0.197 -0.232
C 1.776 0.126 -0.204
C -1.740 0.180 -0.282
O 0.676 -0.932 1.701
O 2.523 0.469 -0.998
O -2.606 0.969 -0.173
Cl -2.121 -1.464 -1.370
```

Summary:
Total charge: -1
Orbital gap in eV: 7.349
Energy above the lowest of the compared OMol25 structures with the same formula, charge and spin in kJ/mol: 175.3
E in Ha: -838.296035

Atom charges from the Löwdin analysis, given in e for atoms 1 to 4: number 1, C, carries -0.5736; number 2, C, carries -0.0302; number 3, C, carries -0.0307; number 4, C, carries -0.7418

The following is a DFT calculation (ωB97M-V/def2-TZVPD) of a structure of composition C4F12LiO12S4 at a distorted geometry.

Geometry as XYZ:
```
33
Properties=species:S:1:pos:R:3
Li -5.509 -14.112 0.851
C -1.365 -14.343 3.351
F -1.948 -15.522 3.493
F -1.844 -13.540 4.354
F -0.063 -14.503 3.622
S -1.605 -13.850 1.574
O -1.105 -12.489 1.509
O -0.766 -14.839 0.892
O -3.074 -13.913 1.352
C -5.389 -15.678 -3.154
F -4.079 -15.404 -2.962
F -5.899 -14.579 -3.673
F -5.383 -16.690 -4.072
S -6.185 -16.232 -1.653
O -5.526 -17.517 -1.410
O -5.877 -15.128 -0.749
O -7.562 -16.227 -2.163
C -8.111 -16.348 3.251
F -8.138 -16.720 1.975
F -9.319 -16.423 3.750
F -7.369 -17.224 3.933
S -7.421 -14.618 3.273
O -8.389 -13.768 2.594
O -7.328 -14.311 4.701
O -6.154 -14.668 2.548
C -6.717 -10.078 1.570
F -7.244 -8.810 1.450
F -5.870 -10.011 2.613
F -7.786 -10.821 1.900
S -5.963 -10.807 0.139
O -4.867 -9.902 -0.097
O -5.503 -12.151 0.599
O -7.097 -10.928 -0.739
```

Summary:
Total charge: -3
Orbital gap in eV: 8.409
E in Ha: -3854.213640

Atom charges from the Löwdin analysis, given in e for atoms 1 to 4: number 1, Li, carries 0.6421; number 2, C, carries -0.6600; number 3, F, carries 0.1120; number 4, F, carries 0.0851